Record 1
{"formula": "C45H53F4N7RbS2Si2", "method": "ωB97M-V/def2-TZVPD", "energy_ha": -3928.86045, "total_charge": -1, "gap_ev": [5.67, 5.27], "homo_ev": [-5.03, -4.54], "symbols": ["Rb", "C", "C", "C", "C", "C", "C", "C", "C", "C", "C", "C", "C", "H", "H", "H", "H", "H", "H", "H", "H", "H", "H", "H", "H", "H", "H", "H", "H", "H", "H", "C", "C", "C", "C", "C", "C", "C", "C", "C", "S", "C", "N", "H", "H", "H", "H", "H", "H", "H", "H", "C", "N", "C", "C", "N", "C", "S", "H", "H", "H", "H", "H", "H", "H", "H", "C", "Si", "C", "C", "C", "Si", "C", "C", "C", "H", "H", "H", "H", "H", "H", "H", "H", "H", "H", "H", "H", "H", "H", "H", "H", "H", "H", "H", "F", "C", "C", "F", "C", "C", "C", "F", "C", "C", "C", "N", "C", "N", "F", "C", "C", "N", "C", "N"], "xyz": [[-1.0127, -0.0420, -0.4311], [1.8515, -3.9429, 1.3130], [2.1537, -3.2212, 0.0225], [1.5673, -3.6342, -1.1770], [0.6145, -4.8062, -1.1863], [1.8959, -2.9875, -2.3722], [1.2089, -3.3748, -3.6609], [2.8515, -1.9672, -2.3750], [3.3574, -1.4130, -3.6867], [3.3771, -1.5013, -1.1660], [4.2877, -0.2958, -1.1505], [3.0460, -2.1449, 0.0295], [3.6746, -1.7146, 1.3330], [0.8912, -4.4486, 1.2826], [1.8343, -3.2679, 2.1662], [2.6105, -4.7021, 1.5225], [-0.3977, -4.5140, -0.8919], [0.9398, -5.5820, -0.4958], [0.5488, -5.2625, -2.1702], [0.1662, -3.6340, -3.4860], [1.6839, -4.2346, -4.1421], [1.2142, -2.5529, -4.3733], [2.7778, -0.5580, -4.0421], [3.3253, -2.1739, -4.4648], [4.3932, -1.0899, -3.5986], [4.0882, 0.3325, -0.2837], [4.1410, 0.3232, -2.0320], [5.3448, -0.5742, -1.1141], [2.9927, -1.1074, 1.9356], [4.5789, -1.1339, 1.1760], [3.9470, -2.5778, 1.9384], [-0.9407, -2.3292, 2.0866], [-1.7354, -0.1120, 3.2672], [-1.5199, 0.1775, 4.6365], [-1.4384, 1.4782, 5.0163], [-1.5899, 2.5087, 4.0601], [-1.5635, 3.8685, 4.4417], [-1.7365, 4.8288, 3.4871], [-1.9300, 4.4713, 2.1439], [-1.9541, 3.1599, 1.7072], [-2.1622, 2.8334, 0.0018], [-1.7822, 2.1334, 2.7087], [-1.8311, 0.8147, 2.3478], [-0.8485, -3.3881, 2.2892], [-0.0178, -1.8478, 1.7762], [-2.8623, -2.5561, 1.3555], [-1.4332, -0.6236, 5.3560], [-1.2756, 1.7433, 6.0543], [-1.4152, 4.1223, 5.4836], [-1.7278, 5.8771, 3.7599], [-2.0652, 5.2472, 1.4004], [-3.0489, 1.6268, -5.8008], [-3.3182, 2.1671, -4.4965], [-3.5771, 3.5829, -4.2976], [-3.7349, 3.6881, -2.7724], [-3.8916, 2.2937, -2.3822], [-3.5266, 1.4533, -3.3699], [-3.3423, -0.2070, -3.2026], [-2.0808, 1.9704, -6.1736], [-3.8251, 1.9382, -6.5056], [-3.0398, 0.5411, -5.7287], [-4.4810, 3.8844, -4.8385], [-2.7451, 4.1836, -4.6718], [-4.6126, 4.2675, -2.4869], [-2.8585, 4.1200, -2.2830], [-3.7129, 2.0315, -1.4183], [1.0388, 5.8867, -1.7378], [1.8558, 4.2358, -1.3631], [3.6516, 4.3388, -1.9126], [1.7669, 3.8737, 0.4644], [0.9720, 2.9052, -2.3084], [1.0267, 2.3986, -4.0851], [0.0348, 3.6103, -5.1285], [2.7784, 2.3958, -4.7722], [0.2700, 0.6877, -4.2251], [1.5156, 6.6818, -1.1603], [-0.0191, 5.8642, -1.4743], [1.1219, 6.1424, -2.7952], [4.1479, 5.1776, -1.4200], [3.7358, 4.4876, -2.9891], [4.1993, 3.4299, -1.6586], [2.3082, 4.6163, 1.0532], [2.1971, 2.8941, 0.6872], [0.7281, 3.8510, 0.7960], [0.1466, 2.4544, -1.7512], [0.3774, 4.6327, -4.9656], [-1.0256, 3.5727, -4.8789], [0.1440, 3.3827, -6.1916], [3.1151, 3.4112, -4.9846], [2.8160, 1.8332, -5.7076], [3.4935, 1.9499, -4.0819], [-0.7767, 0.6937, -3.9156], [0.7952, -0.0221, -3.5792], [0.3111, 0.2939, -5.2429], [-4.2772, -4.3261, 5.2210], [-2.9577, -4.2846, 5.4464], [-2.4337, -5.2285, 6.2752], [-3.2799, -6.1188, 6.8109], [-1.0476, -5.3403, 6.5665], [-0.2758, -4.3370, 5.9247], [-0.7997, -3.3925, 5.0934], [0.0658, -2.4647, 4.6279], [-2.1831, -3.3039, 4.7592], [-2.7333, -2.3889, 3.8500], [-1.9254, -1.5658, 2.8882], [-2.1619, -1.8284, 1.4626], [-4.1284, -2.1782, 3.7166], [-5.2382, -1.9284, 3.5198], [1.0417, -4.2745, 6.1696], [-0.4989, -6.3316, 7.4027], [-1.2842, -7.2671, 8.1283], [-1.8572, -8.0475, 8.7542], [0.8986, -6.5059, 7.5891], [2.0212, -6.7131, 7.7517]], "forces_ev_per_angstrom": [[0.0, -0.1, -0.2], [0.0, 0.0, 0.0], [0.0, 0.0, 0.1], [0.0, 0.0, 0.0], [0.0, 0.0, 0.0], [0.0, 0.0, 0.0], [0.0, 0.0, 0.0], [0.0, 0.0, 0.0], [0.0, 0.0, 0.0], [0.0, 0.1, 0.0], [0.0, 0.0, 0.0], [0.0, 0.0, 0.0], [0.0, 0.0, 0.0], [0.0, 0.0, 0.0], [0.0, 0.0, 0.0], [0.0, 0.0, 0.0], [0.0, 0.0, 0.0], [0.0, 0.0, 0.0], [0.0, 0.0, 0.0], [0.0, 0.0, 0.0], [0.0, 0.0, 0.0], [0.0, 0.0, 0.0], [0.0, 0.0, 0.0], [0.0, 0.0, 0.0], [0.0, 0.0, 0.0], [0.0, 0.0, 0.0], [0.0, 0.0, 0.0], [0.0, 0.0, 0.0], [0.0, 0.0, 0.0], [0.0, 0.0, 0.0], [0.0, 0.0, 0.0], [0.1, 0.1, -0.1], [0.0, 0.0, 0.0], [0.0, 0.1, 0.0], [0.0, 0.0, 0.0], [0.0, 0.0, 0.1], [0.0, 0.0, 0.0], [0.0, 0.0, 0.1], [0.0, 0.0, -0.1], [0.1, -0.1, 0.1], [0.2, 0.2, 0.3], [0.0, 0.0, -0.1], [0.1, -0.1, 0.0], [0.0, 0.0, 0.0], [0.0, 0.0, 0.0], [0.1, 0.0, 0.0], [0.0, 0.0, 0.0], [0.0, 0.0, 0.0], [0.0, 0.0, 0.0], [0.0, 0.0, 0.0], [0.0, 0.0, 0.0], [-0.1, -0.1, -0.1], [0.1, 0.0, 0.0], [-0.1, 0.1, 0.0], [0.0, 0.1, -0.1], [-0.1, -0.2, -0.4], [0.0, 0.1, 0.2], [0.0, -0.1, 0.0], [0.0, 0.0, 0.0], [0.0, 0.0, 0.0], [0.0, 0.0, 0.0], [0.0, 0.0, 0.0], [-0.2, 0.0, 0.0], [0.1, 0.0, 0.0], [-0.1, 0.0, -0.1], [-0.1, 0.0, 0.1], [0.0, 0.0, 0.0], [0.0, 0.0, -0.1], [0.0, 0.0, 0.0], [0.0, -0.1, 0.0], [0.0, 0.0, -0.1], [0.0, -0.1, 0.0], [0.0, 0.0, 0.0], [-0.1, 0.0, 0.0], [0.1, 0.0, 0.0], [0.0, 0.0, 0.0], [0.0, 0.0, 0.0], [0.0, 0.0, 0.0], [0.0, 0.0, 0.0], [0.0, 0.0, 0.0], [0.0, 0.0, 0.0], [0.0, 0.0, 0.0], [0.1, 0.0, 0.0], [-0.1, 0.0, 0.0], [0.0, 0.1, 0.1], [0.0, 0.1, 0.0], [0.2, -0.1, 0.0], [0.0, 0.0, 0.0], [0.0, 0.0, 0.0], [0.0, 0.0, 0.0], [0.0, -0.1, 0.1], [-0.1, 0.0, 0.0], [0.0, 0.0, 0.0], [0.0, 0.0, 0.0], [0.0, 0.0, 0.0], [0.0, 0.0, 0.0], [0.0, 0.0, 0.0], [0.0, 0.0, 0.0], [0.0, 0.0, 0.0], [0.0, 0.0, 0.0], [0.0, 0.0, 0.0], [-0.1, 0.0, 0.0], [0.0, -0.1, 0.0], [0.0, 0.0, 0.0], [0.0, 0.0, 0.0], [-0.1, -0.1, 0.0], [0.1, 0.0, 0.0], [-0.1, 0.0, 0.0], [0.0, 0.0, 0.0], [0.0, 0.0, 0.0], [0.0, 0.0, 0.0], [0.0, -0.1, 0.0], [0.0, 0.0, -0.1], [0.1, 0.0, 0.1]], "mulliken_charge": [0.735, -2.539, 2.159, 0.336, -2.267, 1.700, -2.621, 0.948, -2.402, 1.460, -1.989, 0.235, -2.262, 0.426, 0.516, 0.453, 0.315, 0.483, 0.490, 0.550, 0.397, 0.347, 0.312, 0.495, 0.505, 0.483, -0.071, 0.397, 0.294, 0.477, 0.453, -0.931, -0.192, -0.126, -1.271, 1.414, -1.064, -0.634, -0.414, 0.346, -0.086, -1.270, -0.178, 0.232, 0.249, 0.293, 0.499, 0.405, 0.364, 0.369, 0.433, -0.938, 0.168, -0.549, -0.164, -0.094, 0.152, -0.331, 0.205, 0.343, 0.309, 0.342, 0.341, 0.355, -0.062, 0.139, -1.077, -0.131, -0.963, -0.483, 0.397, -0.094, -0.141, -1.101, 0.374, 0.382, 0.264, 0.326, 0.349, 0.294, 0.217, 0.377, 0.185, -0.106, 0.372, 0.368, -0.776, 0.358, 0.428, 0.395, 0.252, -0.328, -0.518, 0.411, -0.362, -0.535, 0.061, -0.340, 0.369, 0.366, 0.231, -0.441, 1.091, -0.117, 1.876, -0.610, -0.290, -0.760, -0.338, 0.450, 0.075, -0.643, 0.078, -0.661]}

Record 2
{"formula": "C30H37Cl5CrN6O7PS", "method": "ωB97M-V/def2-TZVPD", "energy_ha": -6105.30870, "total_charge": 2, "gap_ev": [6.41, 6.23], "homo_ev": [-12.89, -12.96], "spin_multiplicity": 4, "symbols": ["Cr", "O", "C", "O", "C", "C", "C", "C", "C", "N", "C", "O", "O", "H", "H", "H", "H", "H", "Cl", "C", "C", "Cl", "C", "Cl", "C", "O", "C", "Cl", "C", "Cl", "C", "N", "C", "P", "O", "N", "C", "C", "N", "C", "C", "H", "H", "H", "H", "H", "H", "H", "H", "H", "H", "H", "H", "H", "H", "H", "H", "H", "H", "C", "C", "C", "N", "C", "S", "N", "C", "O", "C", "C", "C", "C", "C", "C", "H", "H", "H", "H", "H", "H", "H", "H", "H", "H", "H", "H", "H", "H"], "xyz": [[-1.8766, 0.2360, -0.8417], [-1.5069, -0.7148, 3.0814], [-1.5390, -0.2215, 1.8811], [-1.5826, -0.8894, 0.8419], [-1.6190, 1.2716, 1.7984], [-1.7628, 2.1815, 2.8331], [-1.9180, 3.5197, 2.4911], [-1.9818, 3.9081, 1.1504], [-1.8550, 2.9234, 0.1854], [-1.6479, 1.6587, 0.5337], [-2.0249, 3.0084, -1.3078], [-2.1538, 4.1492, -1.9311], [-2.0376, 1.9578, -1.9527], [-1.4689, -1.6886, 3.0678], [-1.7509, 1.8545, 3.8607], [-2.0129, 4.2621, 3.2701], [-2.1450, 4.9456, 0.8952], [-2.1527, 4.9209, -1.3469], [-8.0811, -2.4322, -2.9133], [-6.7946, -1.5873, -2.1683], [-5.4777, -1.8902, -2.5063], [-5.0877, -3.0956, -3.6613], [-4.4645, -1.1837, -1.8783], [-2.7729, -1.5139, -2.2471], [-4.6800, -0.1974, -0.9273], [-3.6756, 0.4352, -0.3413], [-6.0080, 0.1026, -0.6049], [-6.2978, 1.3373, 0.5558], [-7.0514, -0.5873, -1.2172], [-8.6653, -0.2071, -0.8045], [-0.7767, 0.0889, -4.5440], [0.1725, -0.8829, -4.0162], [1.0121, -1.4897, -5.0488], [0.6671, -0.9949, -2.4618], [-0.1028, -0.0037, -1.5916], [0.4014, -2.5120, -1.9165], [0.1740, -3.6850, -2.7520], [0.6978, -2.8175, -0.5185], [2.2713, -0.6640, -2.3277], [2.7243, 0.6252, -2.8423], [3.3096, -1.6872, -2.3458], [-0.2633, 0.7550, -5.2409], [-1.1972, 0.6947, -3.7469], [-1.5867, -0.4106, -5.0776], [1.5662, -0.7225, -5.5951], [0.3907, -2.0383, -5.7572], [1.7238, -2.1918, -4.6187], [-0.2269, -3.3966, -3.7192], [-0.5599, -4.3270, -2.2634], [1.0924, -4.2609, -2.8959], [0.9756, -1.9133, 0.0231], [1.5240, -3.5294, -0.4477], [-0.1817, -3.2606, -0.0466], [1.9330, 1.3682, -2.7650], [3.0405, 0.5483, -3.8861], [3.5764, 0.9760, -2.2534], [2.9056, -2.6548, -2.0659], [4.0954, -1.4281, -1.6342], [3.7615, -1.7689, -3.3380], [4.7445, -0.4358, 0.7820], [4.8967, 0.9069, 0.0808], [3.5863, 1.6831, 0.0073], [3.1522, 2.1590, 1.3167], [2.1606, 1.6382, 2.0340], [1.2211, 0.3718, 1.4749], [1.9409, 2.2717, 3.2326], [0.9307, 2.0075, 4.1927], [0.2289, 2.9319, 4.5308], [0.8652, 0.6689, 4.8155], [1.9212, -0.2341, 4.7352], [1.8396, -1.4475, 5.3955], [0.7079, -1.7580, 6.1396], [-0.3361, -0.8475, 6.2440], [-0.2528, 0.3693, 5.5898], [5.6822, -0.9872, 0.7880], [3.9874, -1.0477, 0.2894], [4.4323, -0.3098, 1.8192], [5.2696, 0.7690, -0.9391], [5.6474, 1.5163, 0.5905], [2.7817, 1.0522, -0.3740], [3.6828, 2.5550, -0.6419], [3.7427, 2.8515, 1.7585], [2.2470, 3.2363, 3.2985], [2.8120, 0.0155, 4.1761], [2.6637, -2.1442, 5.3467], [0.6519, -2.7026, 6.6624], [-1.1979, -1.0764, 6.8546], [-1.0366, 1.1065, 5.6976]], "forces_ev_per_angstrom": [[-0.2, 0.0, 0.0], [-0.2, -0.1, -0.3], [0.1, 0.2, 0.3], [0.0, 0.0, 0.0], [-0.1, 0.0, 0.0], [-0.2, 0.0, -0.3], [0.0, 0.0, -0.1], [0.1, -0.2, 0.0], [0.0, 0.0, -0.1], [0.0, 0.1, -0.1], [0.1, 0.0, 0.0], [0.0, -0.3, 0.1], [0.0, 0.4, 0.2], [0.0, 0.1, 0.0], [-0.1, 0.0, -0.1], [0.0, 0.0, 0.0], [0.0, 0.0, 0.0], [0.0, 0.0, 0.0], [0.0, 0.0, 0.0], [0.1, 0.0, 0.0], [0.0, 0.0, 0.0], [-0.1, 0.0, 0.0], [0.0, 0.0, 0.0], [-0.1, -0.1, 0.0], [-0.1, 0.0, 0.0], [0.0, 0.0, 0.0], [0.0, -0.1, -0.1], [0.0, -0.1, 0.0], [0.0, 0.0, 0.0], [0.0, 0.0, 0.0], [-0.1, 0.1, 0.1], [0.2, 0.0, 0.1], [0.0, 0.0, -0.1], [0.0, -0.1, 0.2], [0.0, 0.2, -0.2], [0.0, 0.1, 0.0], [-0.1, 0.0, 0.0], [0.1, 0.0, 0.0], [-0.1, 0.0, 0.0], [0.2, 0.1, -0.1], [0.1, 0.0, 0.0], [0.0, 0.0, 0.0], [0.0, 0.0, 0.0], [0.0, 0.0, 0.0], [0.0, 0.0, 0.0], [0.0, 0.0, 0.0], [0.0, 0.0, 0.0], [0.0, 0.0, 0.0], [0.0, 0.0, 0.0], [0.0, 0.0, 0.0], [0.0, 0.0, 0.0], [0.0, 0.0, 0.0], [0.0, 0.0, 0.0], [0.0, 0.0, 0.0], [0.0, 0.0, 0.0], [-0.2, -0.1, -0.3], [0.0, -0.1, 0.0], [0.0, 0.0, -0.1], [0.0, 0.0, 0.0], [0.0, 0.0, 0.0], [0.0, 0.0, 0.0], [-0.1, 0.1, 0.1], [0.3, 0.1, 0.0], [-0.1, 0.1, 0.2], [0.1, -0.2, 0.1], [0.2, 0.2, -0.1], [0.1, -0.2, 0.2], [0.1, 0.1, 0.1], [0.0, 0.1, 0.0], [0.0, -0.1, 0.0], [0.0, 0.0, 0.0], [0.0, 0.0, 0.0], [0.0, 0.0, 0.0], [0.1, 0.0, 0.1], [0.1, 0.0, 0.0], [0.0, 0.0, 0.1], [0.0, 0.0, 0.0], [0.0, 0.0, 0.1], [0.0, 0.0, 0.0], [0.1, 0.1, 0.1], [0.0, 0.0, 0.0], [0.0, 0.0, 0.0], [0.0, 0.0, -0.1], [0.0, 0.0, 0.0], [0.0, 0.0, 0.0], [0.0, 0.0, 0.0], [0.0, 0.0, 0.0], [0.0, 0.0, 0.1]], "lowdin_spin": [2.828, 0.003, 0.005, 0.010, 0.007, -0.002, 0.011, -0.001, 0.006, -0.025, 0.005, 0.003, 0.010, 0.000, 0.000, 0.000, 0.000, 0.000, 0.002, 0.006, -0.001, -0.001, 0.007, 0.010, 0.001, 0.041, 0.005, 0.002, -0.001, -0.001, 0.000, 0.001, 0.000, 0.009, 0.058, 0.001, 0.000, 0.000, 0.000, 0.000, 0.000, 0.000, 0.000, 0.000, 0.000, 0.000, 0.000, 0.000, 0.000, 0.000, 0.000, 0.000, 0.000, 0.000, 0.000, 0.000, 0.000, 0.000, 0.000, 0.000, 0.000, 0.000, 0.000, 0.000, 0.002, 0.000, 0.000, 0.000, 0.000, 0.000, 0.000, 0.000, 0.000, 0.000, 0.000, 0.000, 0.000, 0.000, 0.000, 0.000, 0.000, 0.000, 0.000, 0.000, 0.000, 0.000, 0.000, 0.000]}

Record 3
{"formula": "ClHNO2S", "method": "ωB97M-V/def2-TZVPD", "energy_ha": -1064.22790, "total_charge": -1, "gap_ev": 7.68, "homo_ev": -3.95, "symbols": ["N", "O", "O", "S", "Cl", "H"], "xyz": [[0.2503, -0.6822, 0.1992], [2.9030, -1.0420, 0.6044], [1.9023, 1.1061, -0.1672], [2.0186, -0.3916, -0.3780], [-0.7063, -2.1386, -0.1439], [-0.4364, -0.0455, -0.1623]], "forces_ev_per_angstrom": [[-0.5, -0.7, 1.0], [-0.8, 0.1, -0.1], [0.0, -1.9, -0.2], [0.1, 1.7, -0.3], [0.7, -0.3, -0.1], [0.5, 1.1, -0.4]], "nbo_charge": [-0.855, -0.998, -1.022, 1.576, -0.054, 0.352]}